# 1
{
  "formula": "C18H32N4O5",
  "method": "ωB97M-V/def2-TZVPD",
  "species": ["C", "C", "C", "C", "N", "C", "O", "C", "C", "C", "C", "N", "C", "O", "O", "C", "C", "C", "C", "C", "O", "N", "C", "C", "C", "N", "O", "H", "H", "H", "H", "H", "H", "H", "H", "H", "H", "H", "H", "H", "H", "H", "H", "H", "H", "H", "H", "H", "H", "H", "H", "H", "H", "H", "H", "H", "H", "H", "H"],
  "positions_angstrom": [[0.349, -0.047, -3.166], [0.875, 1.326, -2.750], [2.132, 1.680, -3.543], [1.171, 1.424, -1.245], [-0.024, 1.167, -0.458], [-0.245, 1.756, 0.725], [0.515, 2.578, 1.213], [-1.514, 1.300, 1.456], [-2.119, 2.454, 2.259], [-3.086, 3.081, 1.257], [-3.666, 1.871, 0.532], [-2.589, 0.891, 0.571], [-2.809, -0.373, 0.141], [-3.851, -0.742, -0.346], [-1.684, -1.113, 0.282], [-1.695, -2.545, 0.057], [-2.669, -3.208, 1.029], [-2.063, -2.871, -1.390], [-0.254, -2.964, 0.352], [2.286, 0.498, -0.726], [2.738, -0.462, -1.331], [2.695, 0.856, 0.498], [3.655, 0.088, 1.276], [4.117, 0.910, 2.466], [2.976, -1.221, 1.737], [3.075, -2.208, 0.826], [2.423, -1.340, 2.807], [1.054, -0.820, -2.875], [-0.621, -0.252, -2.718], [0.227, -0.079, -4.246], [0.102, 2.073, -2.967], [2.514, 2.654, -3.247], [2.903, 0.934, -3.370], [1.909, 1.706, -4.606], [1.475, 2.454, -1.015], [-0.584, 0.368, -0.713], [-1.205, 0.462, 2.093], [-1.344, 3.141, 2.590], [-2.658, 2.071, 3.125], [-3.857, 3.681, 1.734], [-2.534, 3.710, 0.557], [-3.944, 2.078, -0.503], [-4.547, 1.470, 1.046], [-3.684, -2.881, 0.820], [-2.618, -4.288, 0.922], [-2.414, -2.944, 2.053], [-2.042, -3.948, -1.533], [-3.060, -2.504, -1.616], [-1.352, -2.416, -2.076], [0.018, -2.672, 1.364], [0.423, -2.474, -0.344], [-0.156, -4.040, 0.248], [2.215, 1.613, 0.977], [4.494, -0.168, 0.619], [3.281, 1.067, 3.144], [4.897, 0.377, 3.003], [4.503, 1.872, 2.138], [3.292, -1.967, -0.133], [2.574, -3.066, 1.001]],
  "spin_multiplicity": 1,
  "e_lumo_ha": 0.0257,
  "max_force_ev_per_a": 0.8,
  "total_energy_ha": -1300.44569,
  "gap_ev": 10.01,
  "smiles": "CC(C)[C@@H](NC(=O)[C@H]1CCCN1C(=O)OC(C)(C)C)C(=O)N[C@@H](C)C(N)=O"
}

***

# 2
{
  "formula": "C18H32N6O10",
  "method": "ωB97M-V/def2-TZVPD",
  "species": ["C", "C", "C", "N", "C", "C", "N", "C", "C", "N", "C", "O", "N", "C", "N", "C", "O", "O", "N", "O", "H", "H", "H", "H", "H", "H", "H", "H", "H", "H", "H", "H", "H", "H", "H", "H", "C", "C", "O", "C", "O", "O", "C", "H", "H", "H", "H", "H", "H", "H", "H", "C", "C", "O", "C", "O", "O", "C", "H", "H", "H", "H", "H", "H", "H", "H"],
  "positions_angstrom": [[-3.151, -2.209, -3.414], [-1.587, -1.997, -3.185], [-0.882, -3.202, -2.405], [-0.936, -0.969, -3.625], [-0.740, 0.116, -2.636], [-2.161, 0.777, -2.259], [-2.925, 1.221, -3.430], [0.252, -0.146, -1.405], [-0.167, 0.408, 0.034], [0.526, -0.262, 1.153], [1.690, 0.414, -1.862], [2.628, 0.735, -1.192], [1.521, 0.454, -3.328], [0.206, 1.145, -3.468], [-0.166, 1.041, -4.892], [0.561, 1.782, -5.614], [0.830, 2.699, -6.277], [0.491, 2.426, -2.891], [-0.523, 3.335, -3.095], [-0.680, 4.015, -2.147], [-3.478, -1.689, -4.355], [-3.322, -3.328, -3.469], [-3.716, -1.852, -2.501], [-1.163, -4.196, -2.852], [-1.177, -3.118, -1.314], [0.229, -3.016, -2.478], [-1.919, 1.669, -1.614], [-2.798, 0.031, -1.704], [-3.127, 0.458, -4.077], [-2.446, 1.945, -3.968], [0.517, -1.216, -1.161], [-1.274, 0.330, 0.236], [0.086, 1.511, 0.116], [1.282, 0.299, 1.542], [0.815, -1.214, 0.931], [1.597, -0.437, -3.820], [2.754, 5.683, 4.068], [2.253, 6.011, 2.673], [3.180, 5.577, 1.670], [3.211, 4.258, 1.439], [2.538, 3.423, 1.994], [4.139, 4.023, 0.507], [4.354, 2.633, 0.245], [3.750, 6.103, 4.224], [2.076, 6.085, 4.823], [2.834, 4.606, 4.219], [2.166, 7.092, 2.569], [1.263, 5.586, 2.490], [3.423, 2.132, -0.015], [4.817, 2.159, 1.113], [5.037, 2.552, -0.599], [-1.923, -3.232, 5.644], [-2.436, -2.906, 4.253], [-1.521, -3.349, 3.242], [-1.498, -4.666, 3.014], [-2.165, -5.497, 3.575], [-0.576, -4.906, 2.069], [-0.367, -6.294, 1.808], [-0.923, -2.818, 5.789], [-2.591, -2.824, 6.404], [-1.848, -4.309, 5.797], [-2.517, -1.824, 4.146], [-3.430, -3.325, 4.081], [-1.303, -6.794, 1.556], [0.101, -6.769, 2.672], [0.309, -6.375, 0.958]],
  "spin_multiplicity": 1,
  "e_lumo_ha": -0.0159,
  "max_force_ev_per_a": 4.1,
  "total_energy_ha": -1785.79139,
  "gap_ev": 7.83,
  "smiles": "CC(C)=N[C@@]1(CN)[C@H](CN)C(=O)N[C@]1(N=C=O)ON=O.CCOC(=O)OC.CCOC(=O)OC"
}

***

# 3
{
  "formula": "C18H32NO8",
  "method": "ωB97M-V/def2-TZVPD",
  "species": ["C", "C", "O", "O", "C", "C", "C", "C", "C", "C", "C", "N", "O", "C", "C", "C", "C", "C", "O", "C", "O", "C", "C", "O", "C", "O", "O", "H", "H", "H", "H", "H", "H", "H", "H", "H", "H", "H", "H", "H", "H", "H", "H", "H", "H", "H", "H", "H", "H", "H", "H", "H", "H", "H", "H", "H", "H", "H", "H"],
  "positions_angstrom": [[2.971, 1.318, -2.765], [3.121, -0.168, -2.888], [2.538, -0.773, -3.775], [3.936, -0.841, -2.051], [4.422, -0.147, -0.895], [4.789, -1.150, 0.173], [3.593, -2.048, 0.470], [2.846, -1.530, 1.712], [1.344, -1.814, 1.688], [0.543, -0.537, 1.370], [0.615, 0.391, 2.584], [-0.239, -0.116, 3.677], [-0.792, -0.975, 1.161], [-1.634, 0.003, 0.560], [-1.956, -0.521, -0.832], [-3.013, 0.276, -1.628], [-3.977, -0.678, -2.366], [-3.511, -0.878, -3.792], [-3.876, 0.279, -4.546], [-2.885, 0.130, 1.435], [-2.807, 1.193, 2.403], [-3.116, 2.398, 1.949], [-3.365, 3.399, 3.038], [-3.182, 2.722, 0.778], [1.198, 0.091, 0.116], [1.231, -0.573, -0.941], [1.685, 1.238, 0.302], [3.762, 1.817, -2.217], [2.890, 1.768, -3.742], [2.047, 1.513, -2.230], [3.695, 0.538, -0.474], [5.313, 0.405, -1.193], [5.648, -1.734, -0.150], [5.047, -0.600, 1.071], [3.947, -3.048, 0.708], [2.942, -2.148, -0.386], [3.019, -0.464, 1.814], [3.303, -2.023, 2.568], [0.959, -2.324, 2.566], [1.159, -2.484, 0.855], [1.634, 0.459, 2.943], [0.281, 1.387, 2.323], [-0.119, 0.468, 4.491], [0.015, -1.061, 3.923], [-1.179, 0.986, 0.517], [-2.202, -1.570, -0.710], [-1.024, -0.480, -1.382], [-2.484, 0.811, -2.404], [-3.556, 0.984, -1.024], [-3.982, -1.662, -1.905], [-4.996, -0.308, -2.356], [-3.943, -1.773, -4.235], [-2.432, -0.985, -3.772], [-3.224, 0.399, -5.236], [-3.797, 0.209, 0.857], [-2.939, -0.781, 2.013], [-3.469, 2.948, 4.015], [-2.546, 4.105, 3.032], [-4.250, 3.961, 2.785]],
  "charge": -1,
  "spin_multiplicity": 1,
  "e_lumo_ha": 0.1082,
  "max_force_ev_per_a": 1.7,
  "total_energy_ha": -1361.82516,
  "gap_ev": 8.14,
  "smiles": "CC(=O)OCCCCC[C@](CN)(O[C@@H](CCCCO)COC(C)=O)C(=O)[O-]"
}

***

# 4
{
  "formula": "C18H32NiO2P",
  "method": "ωB97M-V/def2-TZVPD",
  "species": ["Ni", "C", "C", "C", "C", "C", "C", "C", "H", "H", "H", "H", "H", "H", "H", "H", "C", "C", "C", "P", "C", "C", "C", "C", "C", "C", "H", "H", "H", "H", "H", "H", "H", "H", "H", "H", "H", "H", "H", "H", "H", "H", "H", "H", "H", "H", "H", "C", "O", "C", "O", "H", "H", "H"],
  "positions_angstrom": [[0.784, -0.293, 0.350], [5.032, -0.209, -1.730], [4.145, -0.704, -0.602], [4.174, -2.051, -0.241], [3.290, -2.514, 0.753], [2.463, -1.626, 1.457], [2.432, -0.224, 1.086], [3.317, 0.213, 0.067], [5.613, -1.061, -2.169], [5.713, 0.598, -1.387], [4.464, 0.258, -2.573], [4.789, -2.754, -0.810], [3.165, -3.569, 0.919], [1.915, -1.944, 2.351], [2.070, 0.498, 1.827], [3.351, 1.244, -0.246], [-0.902, 2.143, 2.493], [-1.132, 2.290, 0.967], [-0.119, 3.259, 0.338], [-1.168, 0.554, 0.199], [-1.845, 0.730, -1.555], [-3.071, 1.639, -1.717], [-0.756, 1.249, -2.494], [-2.679, -0.285, 0.948], [-3.642, 0.565, 1.816], [-2.228, -1.516, 1.759], [-1.353, 3.020, 3.036], [0.176, 2.131, 2.738], [-1.319, 1.230, 2.954], [-2.135, 2.683, 0.831], [0.897, 2.877, 0.203], [-0.143, 4.119, 1.035], [-0.474, 3.649, -0.626], [-2.101, -0.293, -1.876], [-2.731, 2.700, -1.816], [-3.757, 1.573, -0.829], [-3.647, 1.373, -2.607], [-0.591, 2.335, -2.327], [-1.137, 1.073, -3.512], [0.219, 0.744, -2.410], [-3.234, -0.635, 0.084], [-3.184, 0.819, 2.802], [-4.498, -0.117, 2.027], [-4.020, 1.472, 1.365], [-1.678, -1.231, 2.682], [-1.633, -2.244, 1.153], [-3.131, -2.024, 2.115], [-0.412, -3.771, -1.212], [0.007, -2.596, -0.503], [0.772, -1.618, -1.020], [1.422, -1.498, -2.009], [-1.506, -3.790, -1.226], [0.007, -4.623, -0.643], [0.013, -3.846, -2.215]],
  "charge": 1,
  "spin_multiplicity": 3,
  "e_lumo_ha": [-0.1083, -0.1540],
  "max_force_ev_per_a": 5.4,
  "total_energy_ha": -2704.88893,
  "s_squared": 2.01,
  "gap_ev": [7.85, 8.32]
}

***

# 5
{
  "formula": "C18H33Cl14FN3OS",
  "method": "ωB97M-V/def2-TZVPD",
  "species": ["F", "C", "C", "C", "C", "C", "C", "C", "C", "S", "C", "N", "N", "C", "O", "C", "N", "H", "H", "H", "H", "H", "H", "H", "H", "H", "H", "H", "H", "H", "H", "H", "H", "H", "H", "H", "C", "Cl", "Cl", "H", "H", "C", "Cl", "Cl", "H", "H", "C", "Cl", "Cl", "H", "H", "C", "Cl", "Cl", "H", "H", "C", "Cl", "Cl", "H", "H", "C", "Cl", "Cl", "H", "H", "C", "Cl", "Cl", "H", "H"],
  "positions_angstrom": [[3.114, -3.937, -0.321], [2.404, -4.142, 0.826], [1.096, -4.853, 0.611], [-0.060, -3.983, 0.037], [0.132, -2.469, 0.314], [-1.220, -1.771, 0.248], [-1.276, -0.326, 0.749], [-0.532, 0.684, -0.148], [0.936, 0.759, 0.291], [1.714, 2.357, -0.078], [2.911, 2.397, 1.183], [3.404, 3.426, 1.791], [4.329, 2.922, 2.708], [4.307, 1.644, 2.589], [3.426, 1.212, 1.624], [0.815, -2.371, 1.663], [2.240, -2.778, 1.452], [3.036, -4.734, 1.486], [0.795, -5.233, 1.585], [1.272, -5.699, -0.047], [-0.945, -4.271, 0.599], [-0.186, -4.175, -1.021], [0.799, -2.117, -0.478], [-1.967, -2.362, 0.776], [-1.512, -1.767, -0.803], [-0.902, -0.270, 1.774], [-2.321, -0.028, 0.803], [-0.595, 0.311, -1.163], [-1.005, 1.659, -0.095], [1.526, -0.053, -0.128], [0.950, 0.690, 1.375], [4.852, 0.893, 3.128], [0.823, -1.380, 2.104], [0.337, -3.032, 2.383], [2.667, -2.110, 0.801], [2.778, -2.692, 2.314], [-3.625, -2.649, -3.014], [-3.803, -3.426, -1.434], [-1.944, -2.670, -3.574], [-4.237, -3.179, -3.730], [-3.948, -1.617, -2.934], [-1.193, 1.522, 4.698], [0.192, 0.577, 4.088], [-2.689, 1.089, 3.878], [-1.299, 1.321, 5.756], [-0.988, 2.570, 4.526], [-2.985, 4.904, 5.708], [-2.632, 4.634, 3.995], [-3.235, 3.386, 6.587], [-2.151, 5.430, 6.155], [-3.891, 5.493, 5.782], [-7.123, -4.563, -3.836], [-7.513, -4.655, -2.119], [-6.651, -2.923, -4.323], [-6.298, -5.234, -4.043], [-7.998, -4.847, -4.408], [5.653, 3.764, -0.590], [4.565, 4.172, -1.927], [7.346, 4.028, -1.011], [5.400, 4.385, 0.260], [5.518, 2.715, -0.352], [2.148, 5.680, -4.340], [2.228, 4.183, -5.281], [0.481, 6.201, -4.073], [2.611, 5.510, -3.377], [2.672, 6.456, -4.885], [-0.465, 1.055, -4.744], [0.060, 1.774, -3.216], [-2.150, 0.534, -4.678], [-0.351, 1.793, -5.529], [0.152, 0.187, -4.944]],
  "charge": 1,
  "spin_multiplicity": 1,
  "e_lumo_ha": -0.1161,
  "max_force_ev_per_a": 1.1,
  "total_energy_ha": -7885.62579,
  "gap_ev": 8.29
}

***

# 6
{
  "formula": "C18H33Cl2CrN3O12",
  "method": "ωB97M-V/def2-TZVPD",
  "species": ["Cr", "Cl", "Cl", "C", "C", "N", "H", "H", "H", "C", "C", "N", "H", "H", "H", "C", "C", "N", "H", "H", "H", "C", "O", "C", "O", "O", "C", "H", "H", "H", "H", "H", "H", "C", "O", "C", "O", "O", "C", "H", "H", "H", "H", "H", "H", "C", "O", "C", "O", "O", "C", "H", "H", "H", "H", "H", "H", "C", "O", "C", "O", "O", "C", "H", "H", "H", "H", "H", "H"],
  "positions_angstrom": [[0.798, 0.433, 0.107], [0.219, -1.505, 1.691], [2.721, 1.564, 1.182], [-0.266, 1.083, 4.783], [-0.629, 1.422, 6.174], [-0.963, 1.711, 7.250], [0.805, 1.273, 4.704], [-0.809, 1.474, 3.923], [-0.487, 0.016, 4.782], [-3.208, -2.817, 0.838], [-4.144, -3.344, 1.921], [-4.771, -3.704, 2.764], [-2.190, -2.991, 1.185], [-3.421, -1.754, 0.721], [-3.387, -3.230, -0.155], [2.759, -1.248, 4.327], [3.828, -2.073, 3.694], [4.619, -2.782, 3.200], [2.730, -0.234, 3.927], [3.068, -1.253, 5.372], [1.814, -1.758, 4.141], [3.348, -2.857, 0.226], [3.255, -2.765, -1.192], [2.496, -1.860, -1.749], [1.921, -0.957, -1.168], [2.520, -1.903, -3.052], [2.188, -0.825, -3.923], [4.203, -3.468, 0.516], [2.474, -3.239, 0.754], [3.627, -1.887, 0.636], [1.957, -1.202, -4.919], [3.091, -0.222, -4.017], [1.376, -0.191, -3.566], [-4.170, -0.448, -2.767], [-2.892, 0.050, -2.246], [-1.695, -0.707, -2.099], [-0.682, -0.295, -1.529], [-1.755, -1.924, -2.709], [-0.724, -2.891, -2.498], [-4.553, -1.348, -2.288], [-4.083, -0.633, -3.838], [-4.954, 0.283, -2.571], [-0.931, -3.847, -2.979], [-0.597, -3.131, -1.443], [0.141, -2.433, -2.978], [-3.332, 0.897, 2.119], [-2.682, 2.127, 2.044], [-1.554, 2.322, 1.413], [-0.832, 1.503, 0.899], [-1.260, 3.591, 1.393], [0.057, 4.096, 1.299], [-3.645, 0.595, 3.118], [-2.743, 0.108, 1.652], [-4.256, 1.020, 1.553], [0.591, 3.600, 0.488], [0.700, 3.766, 2.115], [0.055, 5.154, 1.039], [3.557, 2.413, -2.522], [2.395, 2.853, -3.163], [1.194, 2.526, -2.673], [0.854, 1.917, -1.647], [0.296, 2.938, -3.581], [-1.089, 2.596, -3.443], [4.383, 2.359, -3.232], [3.356, 1.379, -2.244], [3.807, 3.073, -1.691], [-1.434, 2.895, -2.453], [-1.337, 1.536, -3.488], [-1.729, 3.153, -4.127]],
  "spin_multiplicity": 5,
  "e_lumo_ha": [-0.0032, -0.0032],
  "max_force_ev_per_a": 7.0,
  "total_energy_ha": -3737.70582,
  "s_squared": 6.01,
  "gap_ev": [7.63, 8.96]
}

***

# 7
{
  "formula": "C18H33Cl9O11",
  "method": "ωB97M-V/def2-TZVPD",
  "species": ["C", "Cl", "Cl", "Cl", "H", "C", "Cl", "Cl", "Cl", "H", "C", "Cl", "Cl", "Cl", "H", "C", "O", "C", "O", "O", "C", "H", "H", "H", "H", "H", "H", "C", "O", "C", "O", "O", "C", "H", "H", "H", "H", "H", "H", "C", "O", "C", "O", "O", "C", "H", "H", "H", "H", "H", "H", "C", "C", "O", "C", "H", "H", "H", "H", "H", "H", "C", "C", "O", "C", "H", "H", "H", "H", "H", "H"],
  "positions_angstrom": [[1.461, 0.121, -4.738], [3.154, -0.361, -5.149], [0.225, -0.510, -5.969], [1.307, 1.926, -4.580], [1.251, -0.250, -3.734], [2.314, -1.277, 5.092], [1.319, -1.935, 6.352], [3.325, -2.338, 4.189], [3.351, 0.016, 5.787], [1.586, -0.804, 4.433], [1.085, -0.489, 0.098], [-0.627, 0.195, 0.010], [1.682, -0.306, 1.775], [2.278, 0.080, -1.111], [1.129, -1.575, 0.017], [-2.949, -0.046, -2.456], [-3.571, 0.677, -3.502], [-2.858, 1.665, -4.018], [-1.756, 2.000, -3.610], [-3.400, 1.966, -5.172], [-2.589, 2.489, -6.154], [-2.559, 0.529, -1.617], [-2.106, -0.636, -2.817], [-3.724, -0.693, -2.045], [-2.203, 3.450, -5.813], [-3.010, 2.657, -7.145], [-1.746, 1.804, -6.247], [-1.099, -3.538, 3.804], [-1.694, -3.643, 2.508], [-0.937, -3.645, 1.421], [0.281, -3.725, 1.270], [-1.825, -3.451, 0.422], [-1.391, -3.517, -0.940], [-0.861, -4.526, 4.198], [-1.742, -3.068, 4.548], [-0.252, -2.861, 3.917], [-0.535, -4.142, -1.194], [-1.188, -2.488, -1.238], [-2.203, -3.924, -1.542], [0.296, 3.490, -0.620], [0.677, 4.834, -0.242], [0.707, 5.300, 0.976], [0.312, 4.715, 1.974], [1.100, 6.583, 0.877], [1.509, 7.377, 1.934], [0.641, 2.691, 0.036], [0.649, 3.232, -1.618], [-0.787, 3.372, -0.638], [0.726, 7.462, 2.688], [1.686, 8.361, 1.500], [2.415, 6.970, 2.383], [-0.825, 1.290, 6.349], [-0.747, 0.748, 4.894], [-0.743, -0.502, 4.643], [-0.844, 1.755, 3.766], [-1.897, 1.280, 6.546], [-0.371, 2.279, 6.283], [-0.172, 0.723, 7.013], [-1.873, 2.114, 3.811], [-0.661, 1.274, 2.805], [-0.236, 2.659, 3.797], [2.520, -4.384, -1.617], [1.674, -3.884, -2.766], [1.149, -2.773, -2.879], [1.455, -4.803, -4.003], [2.045, -4.874, -0.767], [2.974, -3.444, -1.306], [3.400, -4.887, -2.018], [0.514, -4.421, -4.398], [1.554, -5.857, -3.745], [2.232, -4.508, -4.709]],
  "charge": 1,
  "spin_multiplicity": 2,
  "e_lumo_ha": [-0.1962, -0.3252],
  "max_force_ev_per_a": 4.3,
  "total_energy_ha": -5674.60502,
  "s_squared": 0.76,
  "gap_ev": [6.42, 2.91]
}